Entry 1:
Computed, not measured: a structure of composition C21H41BBrN4O2S4SbTc, with wB97M-V/def2-TZVPD.

Computed properties:
Charge   +1
LUMO energy   -4.2 eV

Last column: Mulliken charge in e.
Cartesian coordinates (Å):
Tc (0.38791, -0.62267, -0.03871)  0.2606
C (-0.88569, 1.89653, 1.40509)  -0.7975
N (0.40701, 1.20223, 1.53609)  1.3661
C (1.43041, 2.14213, 1.05569)  -0.8827
C (0.58711, 1.00033, 2.99149)  -1.3106
C (1.77131, 0.16763, 3.47469)  -1.3399
N (1.62331, -1.27347, 3.32799)  0.8871
C (0.39171, -1.78867, 3.91109)  -1.0772
C (2.76961, -1.91687, 3.94799)  -1.3799
H (-0.90479, 2.76733, 2.07069)  0.5937
H (-1.70049, 1.22163, 1.65669)  0.0773
H (-1.00959, 2.23913, 0.38449)  -0.2005
H (1.31831, 3.11153, 1.55849)  0.4284
H (1.33901, 2.29923, -0.02081)  -0.2491
H (2.42941, 1.77963, 1.28379)  0.4237
H (-0.33229, 0.56003, 3.37629)  0.7141
H (0.69531, 1.99203, 3.45499)  0.2737
H (1.92141, 0.43113, 4.53919)  0.5724
H (2.69091, 0.45873, 2.95639)  0.3484
H (0.21591, -1.41427, 4.92839)  0.2889
H (0.45861, -2.87287, 3.95769)  0.4305
H (-0.45139, -1.53567, 3.26979)  0.0599
H (2.85141, -1.68517, 5.01909)  0.4330
H (3.68631, -1.58297, 3.46229)  0.3418
H (2.68371, -2.99507, 3.83879)  0.3708
S (3.11001, 1.68733, -2.24141)  -0.3140
Sb (3.67991, 1.09213, -4.33661)  0.6950
S (1.15501, -1.70137, -1.97491)  -0.2688
S (0.44341, -0.84057, -3.69461)  0.0486
S (2.03041, -0.70537, -4.95071)  -0.2678
Br (1.15521, -3.68797, 1.10569)  0.0153
C (2.63031, -2.56237, 0.86349)  -0.0450
C (3.89411, -3.11137, 0.99259)  -0.6068
C (4.98991, -2.28417, 0.82539)  -0.4464
C (4.76331, -0.95077, 0.51759)  -1.1623
C (3.46121, -0.51217, 0.36919)  -0.4630
N (2.39781, -1.29277, 0.54599)  1.2317
H (3.99381, -4.16037, 1.21479)  0.5281
H (5.99041, -2.67627, 0.89929)  0.4499
H (5.57521, -0.25817, 0.37629)  0.5331
H (3.27081, 0.49663, 0.03299)  0.1166
C (-2.33779, -3.27847, 1.18019)  -1.5661
C (-2.32779, -2.09427, 0.19979)  1.3617
C (-3.49539, -1.14127, 0.51109)  -1.3261
C (-2.47489, -2.63397, -1.23711)  -1.4417
N (-1.12709, -1.36617, 0.26769)  -0.3304
H (-3.33039, -3.71587, 1.18759)  0.4858
H (-2.08659, -2.96047, 2.18759)  0.2506
H (-1.63569, -4.04227, 0.86359)  0.3185
H (-4.43569, -1.64947, 0.32019)  0.5138
H (-3.41089, -0.27427, -0.13651)  0.0198
H (-3.46999, -0.83077, 1.55299)  0.3593
H (-3.36019, -3.25967, -1.30021)  0.5563
H (-1.60319, -3.22897, -1.49741)  0.2797
H (-2.56249, -1.79807, -1.92331)  0.1729
C (-2.66369, 1.03033, -4.06161)  -2.0037
C (-2.33819, 1.60323, -2.68271)  1.6253
C (-3.61709, 2.20803, -2.10051)  -2.1463
O (-1.94279, 0.49963, -1.84681)  0.5462
B (-0.68839, 0.67943, -1.37601)  -0.5447
O (-0.14999, 1.85533, -1.79661)  0.4701
C (-1.08339, 2.56113, -2.64091)  1.9321
C (-1.34359, 3.92493, -1.99431)  -2.0769
C (-0.41779, 2.78113, -3.99901)  -1.6853
H (-3.50989, 0.35433, -3.96851)  0.4829
H (-1.82629, 0.46483, -4.45811)  0.1927
H (-2.93129, 1.82413, -4.74901)  0.4425
H (-4.40879, 1.46513, -2.14401)  0.4641
H (-3.91589, 3.06483, -2.69381)  0.4642
H (-3.50049, 2.51173, -1.06461)  0.3123
H (-1.80659, 3.82783, -1.01721)  0.3033
H (-1.97999, 4.53873, -2.62331)  0.4451
H (-0.39179, 4.43483, -1.87281)  0.4756
H (-0.13749, 1.83823, -4.46041)  0.1602
H (0.48141, 3.37563, -3.85291)  0.4073
H (-1.08519, 3.31693, -4.66561)  0.4015

=====

Entry 2:
Computed, not measured: a structure of composition C20H21Br2Cl3N3O6TeTi, with wB97M-V/def2-TZVPD.

Computed properties:
Charge   -1
LUMO energy   1.6 eV

Last column: Mulliken charge in e.
Cartesian coordinates (Å):
Ti (-0.70365, 0.26875, 0.35887)  -0.2603
O (-0.58323, 2.64077, -0.57341)  -0.1628
C (-0.59152, 3.53008, 0.52705)  -0.2707
C (-1.68883, 3.08230, 1.46448)  -1.0125
N (-1.50779, 1.67850, 1.91556)  0.6234
C (-2.83246, 1.06935, 2.12084)  -0.2975
C (-3.44254, 0.90532, 0.72648)  0.4387
O (-4.63363, 0.88443, 0.53256)  -0.7373
O (-2.51155, 0.82759, -0.19074)  -0.2206
C (-0.65321, 1.59073, 3.10250)  -0.6757
C (-0.06699, 0.18807, 3.21019)  0.3548
O (0.46880, -0.19185, 4.22359)  -0.7100
O (-0.21660, -0.50998, 2.11618)  -0.2466
H (0.25268, 2.87965, -1.09171)  -0.3044
H (-0.80311, 4.55093, 0.19452)  0.5272
H (0.38454, 3.55450, 1.02146)  -0.0118
H (-2.63452, 3.13941, 0.92661)  0.4744
H (-1.75674, 3.73824, 2.33821)  0.4141
H (-3.46905, 1.67937, 2.76620)  0.4071
H (-2.70926, 0.07774, 2.56180)  0.3153
H (-1.19786, 1.84241, 4.01630)  0.4740
H (0.18323, 2.28361, 2.99827)  0.4613
C (2.43743, -0.11995, -1.69901)  -1.4481
C (1.91034, -1.36727, -1.07307)  0.4795
C (2.71268, -2.53729, -1.15885)  -1.0961
C (2.28669, -3.72776, -0.66140)  -1.0064
C (0.99838, -3.80795, -0.08738)  0.7644
C (0.38955, -4.97103, 0.44530)  0.0319
Br (1.33070, -6.62035, 0.43630)  -0.2534
C (-0.86823, -4.93057, 0.97036)  -0.4113
C (-1.59482, -3.72633, 0.97682)  -0.2165
Br (-3.34017, -3.69631, 1.68977)  -0.1931
C (-1.06415, -2.56776, 0.45920)  0.0584
O (-1.68364, -1.42112, 0.37415)  -0.2930
C (0.26272, -2.61697, -0.04797)  0.2744
N (0.72446, -1.41204, -0.49241)  1.0246
H (2.99037, -0.37645, -2.60469)  0.5202
H (3.13221, 0.38675, -1.02595)  0.4210
H (1.67287, 0.61347, -1.93422)  -0.0351
H (3.68095, -2.45065, -1.63337)  0.5207
H (2.90771, -4.61151, -0.71747)  0.3453
H (-1.32083, -5.82194, 1.38051)  0.4293
C (-0.08521, -1.25360, -3.82871)  -1.0514
Te (-1.23065, 0.28055, -2.89039)  0.4477
C (-0.32786, 1.83664, -4.02341)  -1.0288
H (-0.10147, -1.09156, -4.90461)  0.4245
H (-0.55254, -2.21015, -3.60221)  0.3074
H (0.94197, -1.25306, -3.47198)  0.2168
H (-0.38116, 1.55448, -5.07337)  0.3656
H (0.68772, 2.02890, -3.68891)  0.2881
H (-0.92361, 2.73046, -3.85398)  0.2969
Cl (3.29066, 3.87773, 1.78910)  -0.1972
C (2.92158, 2.19792, 1.88894)  0.1631
Cl (3.92610, 1.22186, 2.91531)  -0.2205
Cl (1.95102, 3.41526, -1.87571)  -0.6415
C (1.95249, 1.62579, 1.18776)  -0.1411
N (1.07903, 1.11188, 0.56970)  0.2739

=====

Entry 3:
Computed, not measured: the ion C6H11N2 with charge +1, with wB97M-V/def2-TZVPD.

Computed properties:
Charge   +1
LUMO energy   -4.5 eV

Last column: Mulliken charge in e.
Cartesian coordinates (Å):
C (-1.34909, 0.37485, -0.02750)  0.8304
C (-0.71170, -0.95060, 0.47191)  -0.8479
C (1.30154, -0.71336, -1.11704)  -0.4759
C (1.33711, 0.44846, -0.30065)  0.6173
C (-2.86148, 0.33361, -0.18385)  -1.2134
C (2.31961, 1.12799, 0.50702)  -1.1718
N (-0.64537, 1.35934, -0.24577)  -0.5245
N (0.69020, -0.88330, 0.17673)  -0.0851
H (-0.86050, -1.06986, 1.52581)  0.3742
H (-1.26212, -1.83618, 0.18424)  0.3986
H (0.68638, -0.85872, -2.08098)  0.2551
H (2.30034, -1.13968, -1.26998)  0.2975
H (-3.06290, 0.45779, -1.15361)  0.3450
H (-3.40788, 1.22408, 0.37582)  0.3202
H (-3.22274, -0.56390, 0.15841)  0.3900
H (2.15321, 0.82031, 1.49266)  0.3598
H (2.09531, 2.18356, 0.38525)  0.3568
H (3.28009, 0.92649, 0.10106)  0.3672
H (1.22000, -1.24089, 1.00048)  0.4064

=====

Entry 4:
Computed, not measured: an isolated molecule of C24H24FN5O, with wB97M-V/def2-TZVPD.

Computed properties:
LUMO energy   0.6 eV
Structure (SMILES)   COc1ccc(-n2cc(CN(C)[C@@H](C)c3ccncn3)c(-c3cccc(F)c3)n2)cc1

Last column: Mulliken charge in e.
Cartesian coordinates (Å):
C (7.86363, -0.09091, 1.71856)  -0.8348
O (7.17854, 0.71093, 0.78635)  -0.4612
C (5.88143, 0.41883, 0.50537)  0.7974
C (5.25914, 1.24778, -0.43045)  -0.9302
C (3.94597, 1.04605, -0.79268)  -0.3597
C (3.21838, 0.00390, -0.22203)  1.1136
N (1.88340, -0.23907, -0.55935)  0.8666
C (1.06747, 0.47861, -1.36914)  -0.5409
C (-0.15871, -0.14540, -1.38829)  0.1455
C (-1.34527, 0.28735, -2.18263)  -1.3853
N (-2.43238, 0.77234, -1.34170)  0.3708
C (-3.63774, 1.00759, -2.10992)  -1.3004
C (-2.06313, 1.88069, -0.46113)  0.8977
C (-1.99084, 3.25776, -1.12501)  -1.8511
C (-3.03925, 1.86061, 0.69204)  -0.0833
C (-2.99293, 0.83866, 1.63967)  -0.5570
C (-3.95236, 0.87098, 2.63639)  -0.4767
N (-4.87019, 1.82604, 2.70210)  -0.6147
C (-4.82370, 2.74660, 1.75969)  -0.1553
N (-3.96231, 2.81215, 0.76132)  -0.4217
C (0.00912, -1.27162, -0.53503)  0.2759
C (-0.92818, -2.32522, -0.17459)  0.7882
C (-0.43451, -3.55026, 0.27847)  -0.9431
C (-1.29567, -4.57044, 0.63133)  -0.6031
C (-2.66764, -4.39518, 0.54248)  -0.6057
C (-3.14152, -3.17432, 0.09984)  0.0780
F (-4.47921, -2.98402, 0.01749)  -0.3303
C (-2.30552, -2.13648, -0.26001)  -0.4369
N (1.24669, -1.29461, -0.05843)  -1.2194
C (3.83519, -0.82371, 0.70942)  -0.9309
C (5.15276, -0.62296, 1.07229)  -0.4910
H (7.39467, -0.04838, 2.70673)  0.3328
H (8.86877, 0.32301, 1.77969)  0.2409
H (7.92128, -1.13244, 1.38680)  0.3331
H (5.83394, 2.05010, -0.86444)  0.4043
H (3.49807, 1.70104, -1.52238)  0.2883
H (1.38629, 1.36659, -1.87491)  0.4371
H (-1.02104, 1.04596, -2.91648)  0.4121
H (-1.73623, -0.57058, -2.74048)  0.5232
H (-4.40059, 1.42875, -1.45850)  0.3878
H (-3.48213, 1.68710, -2.95908)  0.3862
H (-3.99958, 0.05352, -2.49620)  0.3509
H (-1.07568, 1.62650, -0.05532)  0.5111
H (-1.58361, 3.97701, -0.41984)  0.4217
H (-1.34473, 3.22187, -1.99939)  0.3636
H (-2.98094, 3.59199, -1.41773)  0.3734
H (-2.24597, 0.06334, 1.59034)  0.5014
H (-3.99666, 0.11677, 3.41171)  0.4199
H (-5.57041, 3.52984, 1.80463)  0.4181
H (0.63368, -3.68085, 0.34558)  0.4880
H (-0.90124, -5.51389, 0.97791)  0.3835
H (-3.35903, -5.17791, 0.81145)  0.4648
H (-2.71963, -1.19136, -0.57330)  0.9989
H (3.26137, -1.62660, 1.14296)  0.3791
H (5.59871, -1.28407, 1.79782)  0.3789